(1)
A single C3H3Br molecule in a non-equilibrium geometry. Source: the Open Molecules 2025 dataset; level of theory: wB97M-V/def2-TZVPD.

```
7
Properties=species:S:1:pos:R:3:forces:R:3
C 1.43720 0.60195 0.18078 -7.829 -4.375 0.194
C 0.08607 -0.11057 0.01125 0.518 -0.222 -0.506
C -1.25651 -0.83363 -0.24942 8.072 4.450 1.539
Br -2.74659 0.17812 0.08627 -0.891 0.188 0.118
H 1.80718 1.27251 -0.49886 0.287 1.137 -2.473
H 1.97464 0.72478 1.08530 -0.166 -0.793 1.262
H -1.30198 -1.83316 -0.61531 0.009 -0.384 -0.133
```
Positions in Å, forces in eV/Å.

- E_HOMO: -8.949 eV
- Structure (SMILES): C=C=CBr
- HOMO-LUMO gap: 9.3649 eV
- Multiplicity: 1
- Energy: -73197.197 eV

---

(2)
2 unconnected molecules or ions with the total composition C3H3Br2ClO in a non-equilibrium geometry. Source: the Open Molecules 2025 dataset; level of theory: wB97M-V/def2-TZVPD.

```
10
Properties=species:S:1:pos:R:3:forces:R:3
Cl 0.31239 -1.14539 -1.71760 -0.105 -0.142 -0.191
C -1.25788 -1.20793 -0.89486 1.133 -0.915 -0.218
Br -2.63773 -1.83822 -2.04715 -0.194 -0.467 0.019
Br -1.00343 -2.15441 0.78939 -0.475 0.266 -0.474
H -1.50621 -0.20500 -0.74336 -0.344 1.285 0.855
C 0.77000 1.62690 0.95227 0.323 0.631 0.392
C 1.70075 0.69933 0.85776 0.735 -1.708 0.107
O 2.45385 -0.19202 0.71261 -1.277 1.747 0.286
H 0.30479 2.00776 1.86269 0.230 -0.856 -0.049
H 0.86346 2.40898 0.22826 -0.027 0.160 -0.729
```
Positions in Å, forces in eV/Å.

- E_HOMO: -9.584 eV
- Structure (SMILES): ClC(Br)Br.C=C=O
- HOMO-LUMO gap: 9.7696 eV
- Multiplicity: 1
- Energy: -157812.878 eV

---

(3)
A molecular structure, C3H3Br2N in a non-equilibrium geometry. Source: the Open Molecules 2025 dataset; level of theory: wB97M-V/def2-TZVPD.

```
9
Properties=species:S:1:pos:R:3:forces:R:3
C 2.98600 -0.73059 -0.67325 0.737 1.339 -0.968
C -1.36316 1.01113 0.39116 -1.286 -1.108 3.179
C -0.42113 1.42682 -0.40393 -0.446 0.664 -0.233
N 2.25668 -1.55035 -0.43376 -1.769 -2.383 1.137
Br -1.00991 1.06185 2.32073 -0.591 -0.220 -0.530
Br 1.06524 2.28782 0.32613 0.661 0.144 -0.793
H -2.38042 0.55718 0.34657 1.227 0.543 -1.019
H 3.45998 0.04199 -1.17631 1.005 1.046 -0.166
H -0.63660 1.50095 -1.44739 0.461 -0.026 -0.607
```
Positions in Å, forces in eV/Å.

- E_HOMO: -9.662 eV
- HOMO-LUMO gap: 10.1019 eV
- Multiplicity: 1
- Energy: -144732.415 eV

---

(4)
A molecular structure, C3H3Br2N in a non-equilibrium geometry. Source: the Open Molecules 2025 dataset; level of theory: wB97M-V/def2-TZVPD.

```
9
Properties=species:S:1:pos:R:3:forces:R:3
C -0.38007 -0.93587 0.45607 1.350 1.901 0.117
C -0.00621 -0.18229 -0.82863 0.582 -0.564 0.612
C 0.12067 0.98786 0.32684 1.998 -2.510 -1.710
N -0.31193 0.01630 1.31685 -0.169 -0.270 -0.001
Br -0.78877 -2.64985 0.90728 -0.324 -0.991 -0.091
Br 1.99763 1.64680 0.63884 -1.144 -0.442 -0.202
H 0.74156 -0.55769 -1.61453 -0.376 0.746 1.858
H -0.90806 -0.16300 -1.39445 -0.962 0.756 -0.545
H -0.46482 1.83774 0.19173 -0.955 1.374 -0.038
```
Positions in Å, forces in eV/Å.

- E_HOMO: -10.257 eV
- HOMO-LUMO gap: 10.6444 eV
- Multiplicity: 1
- Energy: -144732.808 eV